81
Properties=species:S:1:pos:R:3:forces:R:3 method="wB97M-V/def2-TZVPD" homo_lumo_gap_ev="7.63 / 5.02" charge=+2 spin_multiplicity=6 e_lumo_ev="-5.83 / -8.94" e_above_lowest_kcal_mol=0.0 energy_ha=-4782.001828
Pt -0.635789 0.345760 -0.555623 -0.28 0.01 -0.25
O -1.359893 2.479673 -2.979229 0.11 0.01 -0.10
C -0.453374 2.467171 -2.178895 0.06 0.01 -0.04
O -0.552477 2.475652 -0.877428 0.09 0.02 0.22
C 0.984936 2.412503 -2.665767 -0.16 -0.07 0.02
C 1.429422 3.303983 -3.621223 -0.11 -0.02 0.08
C 2.739766 3.227038 -4.041404 -0.03 0.00 0.01
C 3.653994 2.282435 -3.544334 -0.01 -0.19 0.21
C 3.233541 1.381574 -2.614569 0.02 0.15 -0.10
C 1.857638 1.357942 -2.144506 -0.24 -0.09 -0.08
O 1.411241 0.441237 -1.399588 0.37 0.28 -0.09
N 4.255434 0.442229 -2.106575 0.01 -0.16 0.16
O 5.324045 0.474484 -2.656065 0.19 -0.11 -0.05
O 3.968172 -0.275718 -1.164126 -0.11 0.22 -0.08
N 3.226632 4.181701 -5.065791 -0.01 0.07 -0.02
O 4.335722 3.977747 -5.501225 0.00 0.01 -0.01
O 2.472055 5.074417 -5.369709 0.02 -0.04 0.00
H 0.767933 4.049739 -4.042368 -0.02 -0.02 0.02
H 4.676708 2.281046 -3.901543 -0.08 -0.02 0.03
C -1.322471 -1.187265 5.000354 -0.09 -0.04 -0.16
Si -1.660254 -1.443855 3.191127 -0.02 -0.05 0.09
C -3.410302 -1.081639 2.642762 0.18 0.04 -0.01
C -0.917086 -3.006950 2.476014 -0.03 0.17 0.06
Ge -0.391557 0.330138 1.803725 0.19 -0.05 -0.03
Si 2.236132 -0.133148 2.263128 0.04 -0.05 0.13
C 2.495044 -1.601650 1.164356 -0.13 0.13 0.04
C 2.364921 -0.444916 4.089584 -0.02 0.05 -0.21
C 2.888430 1.506172 1.682200 -0.12 -0.14 0.08
Si -1.095126 2.773537 2.664239 -0.09 0.02 0.11
C 0.233131 3.885974 2.012437 -0.11 -0.15 0.04
C -2.722850 2.817374 1.771303 0.17 -0.01 0.07
C -1.163052 2.592753 4.512984 0.01 0.03 -0.20
H -1.664200 -2.075110 5.539095 -0.04 -0.07 0.00
H -1.864095 -0.335523 5.405903 -0.01 0.04 0.00
H -0.263757 -1.067715 5.218630 0.07 0.00 -0.01
H -3.985066 -2.010649 2.660511 0.00 -0.07 0.05
H -3.473541 -0.687931 1.627272 0.02 -0.01 -0.03
H -3.895570 -0.375367 3.315466 0.00 0.04 0.03
H -1.703062 -3.755825 2.357799 -0.06 -0.02 0.03
H -0.162170 -3.420566 3.144193 0.05 0.01 0.04
H -0.460501 -2.854039 1.498702 -0.01 0.01 -0.03
H 2.068196 -2.510423 1.585487 -0.03 -0.02 0.04
H 3.575663 -1.747486 1.067998 0.06 0.01 0.03
H 2.115679 -1.430861 0.157157 0.02 0.02 0.03
H 1.951312 -1.410443 4.372444 -0.04 -0.07 0.00
H 1.896797 0.340015 4.681945 -0.03 0.04 0.01
H 3.425338 -0.456620 4.356473 0.09 0.00 -0.01
H 2.302041 1.918067 0.863473 -0.04 0.02 -0.09
H 3.903194 1.345329 1.314047 0.12 -0.04 -0.03
H 2.924955 2.231298 2.493988 0.00 -0.01 0.02
H 0.435478 3.690063 0.960975 0.00 -0.02 -0.06
H 1.148735 3.834324 2.597974 0.01 -0.01 0.02
H -0.149338 4.909014 2.082576 -0.05 0.06 0.03
H -2.578428 2.733128 0.694996 0.02 -0.02 -0.06
H -3.180392 3.793835 1.961530 0.00 0.05 0.05
H -3.420187 2.057822 2.123034 0.00 -0.04 0.00
H -0.188406 2.362995 4.940800 0.05 -0.03 0.01
H -1.883959 1.845006 4.836005 -0.04 -0.02 -0.02
H -1.480553 3.550349 4.934191 -0.02 0.09 0.01
C -1.353677 -1.057531 -3.128209 -0.05 0.04 -0.05
N -1.727577 -2.195172 -3.923990 -0.02 0.14 -0.12
C -0.682318 -3.213601 -3.838415 0.03 -0.03 -0.06
N -0.497191 -3.653252 -2.453875 0.13 -0.06 0.08
C -0.119232 -2.525182 -1.644853 0.06 -0.03 0.03
N -1.165617 -1.448090 -1.675564 0.10 0.03 0.06
C -2.455366 -2.059823 -1.213110 -0.08 -0.02 0.05
N -2.827438 -3.189554 -2.023594 -0.11 0.02 0.12
C -2.982065 -2.752250 -3.414798 -0.02 0.01 -0.02
C -1.764842 -4.194506 -1.959782 -0.01 -0.07 0.01
H -2.122594 -0.281532 -3.173264 0.04 -0.04 -0.02
H -0.405669 -0.643724 -3.481271 -0.03 -0.01 -0.01
H 0.256095 -2.804569 -4.217441 -0.01 -0.01 0.00
H -0.963211 -4.070066 -4.451412 0.01 0.03 0.02
H 0.816587 -2.090325 -2.003748 -0.02 -0.03 0.01
H 0.003850 -2.838298 -0.605460 0.02 0.01 -0.04
H -3.229904 -1.289723 -1.261904 0.01 -0.02 0.00
H -2.317239 -2.372977 -0.174175 -0.01 0.00 -0.03
H -3.765832 -1.995365 -3.473074 0.00 -0.02 -0.01
H -3.272745 -3.605999 -4.026316 0.01 0.03 0.01
H -2.050044 -5.053884 -2.567291 0.02 0.03 0.03
H -1.638763 -4.524418 -0.925392 -0.01 0.00 -0.03